C57H74AlClN9O5P2 | ωB97M-V/def2-TZVPD

Geometry as XYZ:
```
149
Properties=species:S:1:pos:R:3:forces:R:3
C -1.15189 2.33825 0.83022 0.12 -0.04 -0.62
C 0.17895 2.67192 0.17402 0.04 -0.16 -0.03
O 0.28444 1.99587 -1.10673 -0.20 0.16 0.45
P 1.55039 1.07985 -1.48298 0.05 -0.20 -0.60
O 1.50799 0.68547 -2.89926 -0.13 0.09 -0.04
C 3.00614 2.09019 -1.14672 0.15 -0.32 0.03
C 4.25401 1.37751 -0.61342 -0.03 0.01 0.36
Al 4.17058 0.84971 1.33819 0.07 0.28 -0.42
C 5.45312 1.88887 2.51722 -0.31 -0.05 -0.12
C 4.81351 3.21844 2.94288 0.22 0.08 0.01
C 4.27751 3.96331 1.72835 0.01 0.14 0.13
C 4.14220 5.47595 1.85233 -0.14 -0.22 -0.27
C 3.93848 6.12928 0.48260 0.18 0.08 0.05
O 2.70808 6.81878 0.37713 -0.28 -0.04 0.30
C 1.99721 6.65422 -0.82753 0.11 0.08 0.06
P 4.75700 -1.47264 1.67447 -0.37 -0.26 0.53
O 6.45020 -1.51288 1.55669 -0.07 -0.11 -0.05
Cl 4.30012 -2.42197 -0.12431 0.18 0.05 -0.25
O 1.49447 -0.22156 -0.56417 0.09 0.38 0.42
C 0.58008 -0.42883 0.52078 -0.10 -0.29 0.13
C 0.92566 -1.74166 1.18281 0.34 0.24 -0.44
H -1.52434 1.45135 0.34807 -0.15 -0.46 0.07
H -1.05904 2.12298 1.88636 0.00 0.21 0.27
H -1.88809 3.10921 0.63653 -0.12 0.25 0.18
H 1.00439 2.38850 0.81875 0.20 -0.12 0.08
H 0.27291 3.73686 -0.00574 0.03 0.23 -0.16
H 2.77273 2.93887 -0.51197 -0.27 0.11 0.16
H 3.15296 2.48205 -2.15247 0.14 0.22 -0.18
H 4.52627 0.54864 -1.26221 -0.03 -0.23 -0.11
H 5.07868 2.08901 -0.68161 0.20 0.10 -0.11
H 2.67501 1.13879 1.89201 -0.09 -0.14 0.13
H 5.76473 1.32035 3.39519 0.06 -0.06 0.21
H 6.36535 2.14376 1.97425 0.22 -0.12 -0.17
H 5.54284 3.87121 3.43015 0.16 0.07 0.17
H 4.02625 3.04790 3.67349 -0.24 -0.02 0.08
H 4.95483 3.75229 0.90393 0.13 -0.02 -0.24
H 3.30644 3.55951 1.45674 -0.19 -0.21 -0.17
H 5.04284 5.86783 2.31446 0.10 0.19 0.22
H 3.28232 5.71887 2.46770 -0.07 0.19 0.26
H 3.98693 5.36191 -0.28601 0.02 -0.18 -0.20
H 4.74822 6.83420 0.29153 0.17 0.14 -0.12
H 0.99310 6.30282 -0.61293 -0.24 -0.08 0.08
H 2.47850 5.93649 -1.48582 0.08 -0.18 -0.13
H 1.92070 7.60101 -1.35802 0.02 0.21 -0.10
H 6.78979 -0.83564 2.14875 0.15 0.26 -0.02
H 0.66635 0.36560 1.25165 0.11 0.20 0.10
H -0.43830 -0.43920 0.14614 -0.17 -0.04 -0.22
H 1.05178 -2.50724 0.42455 -0.13 -0.22 -0.09
H 1.88183 -1.64366 1.68482 0.13 -0.05 0.27
H 0.15931 -2.03016 1.89082 -0.17 -0.06 0.19
N 3.64922 -4.92458 5.84277 -0.06 -0.02 0.00
C 3.90319 -4.43500 4.63107 -0.04 0.02 -0.02
C 5.17526 -4.10921 4.18129 0.09 -0.11 0.00
C 6.24141 -4.29875 5.04303 0.01 -0.01 0.02
C 5.99402 -4.80285 6.31163 0.01 0.01 -0.01
C 4.68578 -5.09997 6.65803 0.02 -0.02 0.06
H 3.04486 -4.28884 3.98515 0.02 0.02 -0.03
H 5.31322 -3.70886 3.18652 -0.05 0.05 0.03
H 7.24870 -4.05348 4.73077 0.01 0.00 -0.01
H 6.79657 -4.96384 7.01936 0.00 0.00 0.01
H 4.45300 -5.49907 7.64043 0.03 0.00 0.01
N -3.26764 -0.29366 -0.17396 -0.01 0.00 -0.03
C -3.52330 0.57273 -1.15159 0.13 0.07 -0.04
C -4.72796 0.62608 -1.83442 -0.07 -0.03 -0.04
C -5.72029 -0.27777 -1.49341 -0.07 0.01 -0.03
C -5.46585 -1.19531 -0.48682 -0.05 -0.01 0.02
C -4.22854 -1.15859 0.14004 -0.02 -0.04 0.06
H -2.72222 1.26452 -1.39169 0.00 -0.01 -0.07
H -4.88460 1.36218 -2.61185 0.02 0.00 -0.02
H -6.67581 -0.26591 -2.00216 0.02 -0.02 -0.05
H -6.21138 -1.91935 -0.18471 0.02 -0.02 0.04
H -3.99460 -1.85547 0.93810 -0.03 -0.02 0.00
N -1.19197 5.39469 3.07692 0.04 -0.05 0.05
C -2.39010 5.34006 2.50400 -0.08 -0.04 0.01
C -3.16593 6.45713 2.23098 -0.02 0.06 0.00
C -2.66565 7.70197 2.57614 0.00 -0.01 0.01
C -1.42013 7.77449 3.17882 0.01 0.01 0.01
C -0.72565 6.59513 3.40765 0.02 0.03 -0.08
H -2.74894 4.34916 2.25272 -0.05 0.01 -0.02
H -4.13014 6.34266 1.75463 0.02 -0.04 -0.03
H -3.23610 8.60066 2.37769 0.00 0.01 0.00
H -0.98790 8.72426 3.46293 0.02 0.00 0.00
H 0.25715 6.61241 3.86330 0.03 0.03 0.03
N -7.84383 -2.76147 -2.67984 -0.07 0.02 -0.05
C -7.78481 -4.08482 -2.57220 0.14 -0.08 -0.02
C -8.83146 -4.86781 -2.10789 0.01 0.02 0.04
C -10.00404 -4.23736 -1.73011 -0.06 -0.02 0.03
C -10.08442 -2.85865 -1.84099 -0.01 -0.01 0.04
C -8.98062 -2.16975 -2.32034 0.04 0.17 0.00
H -6.84478 -4.53927 -2.86607 -0.01 -0.03 0.00
H -8.72005 -5.94047 -2.03341 0.01 -0.01 -0.01
H -10.83885 -4.80954 -1.34533 -0.01 -0.01 -0.02
H -10.97854 -2.32396 -1.54992 -0.01 0.02 -0.03
H -8.99669 -1.08817 -2.42003 -0.06 0.00 -0.02
N -7.93196 0.88456 -4.57108 -0.05 -0.03 0.10
C -7.75471 2.14788 -4.94659 0.01 0.08 0.03
C -7.12133 2.51641 -6.12383 0.00 0.00 0.00
C -6.64450 1.51725 -6.95659 0.01 0.00 0.00
C -6.82156 0.19713 -6.57769 0.00 0.02 -0.01
C -7.46981 -0.06502 -5.38017 -0.03 -0.14 0.05
H -8.13548 2.90201 -4.26610 0.01 0.02 -0.02
H -7.00270 3.56103 -6.37581 0.00 0.01 0.01
H -6.13960 1.76352 -7.88146 0.01 0.00 -0.01
H -6.46134 -0.61624 -7.19183 0.00 -0.02 0.01
H -7.62798 -1.08425 -5.04333 0.07 -0.02 -0.02
N 10.45237 -2.29853 -1.73055 0.03 0.04 -0.02
C 10.66140 -3.55742 -1.35460 0.07 -0.02 0.05
C 9.70188 -4.34702 -0.73943 -0.02 0.01 0.01
C 8.45391 -3.79517 -0.49465 0.00 -0.04 0.01
C 8.21748 -2.48503 -0.87509 0.02 0.02 -0.10
C 9.24650 -1.78527 -1.48775 -0.01 0.02 -0.02
H 11.64984 -3.95394 -1.56436 -0.01 -0.05 0.03
H 9.93039 -5.36893 -0.46963 0.02 -0.01 -0.02
H 7.67333 -4.37155 -0.01524 -0.02 0.01 0.01
H 7.26111 -2.01933 -0.69515 -0.02 0.03 0.03
H 9.09923 -0.75727 -1.80042 -0.03 0.00 0.00
N -5.67810 4.49364 0.41748 0.01 0.02 0.02
C -5.62281 3.16603 0.49795 0.08 0.04 0.05
C -6.67457 2.37976 0.94786 0.00 -0.03 -0.01
C -7.84744 3.00597 1.33161 -0.01 0.00 0.00
C -7.92145 4.38802 1.25014 0.00 0.00 0.00
C -6.81305 5.08047 0.78836 -0.04 0.04 -0.01
H -4.68883 2.71027 0.19460 0.01 -0.05 -0.01
H -6.56701 1.30464 0.99134 0.03 -0.02 -0.02
H -8.68976 2.42769 1.68927 -0.01 0.00 0.01
H -8.81695 4.92075 1.53998 0.00 0.02 0.00
H -6.83364 6.16294 0.71049 -0.03 0.00 0.02
N -7.63056 -3.14658 2.11444 0.05 0.03 -0.04
C -7.26975 -3.84861 3.18385 0.05 -0.02 0.05
C -8.14332 -4.65171 3.90322 0.00 0.00 0.00
C -9.46305 -4.72783 3.48936 0.00 -0.01 0.00
C -9.85256 -4.00066 2.37631 0.01 -0.01 0.00
C -8.89996 -3.22906 1.72797 0.00 0.06 -0.10
H -6.22946 -3.76287 3.47771 0.00 -0.02 0.02
H -7.79319 -5.20223 4.76524 0.02 0.00 0.01
H -10.17476 -5.34311 4.02447 -0.01 -0.01 0.01
H -10.87172 -4.02883 2.01514 -0.01 0.01 -0.01
H -9.15802 -2.64912 0.84846 -0.06 -0.02 0.01
N 10.99706 -6.59204 -3.56545 0.00 0.00 0.07
C 11.00659 -5.43181 -4.21567 -0.04 0.03 -0.06
C 11.58590 -5.26037 -5.46565 0.00 -0.01 0.00
C 12.18553 -6.35091 -6.07177 0.01 0.00 -0.01
C 12.18149 -7.56567 -5.40500 0.00 0.00 0.00
C 11.57593 -7.63104 -4.15917 0.02 -0.06 0.00
H 10.52738 -4.60159 -3.71308 -0.02 0.04 -0.02
H 11.56363 -4.29190 -5.94550 -0.01 0.02 0.01
H 12.64780 -6.25715 -7.04610 0.00 0.00 -0.01
H 12.63742 -8.44555 -5.83810 0.00 -0.02 0.00
H 11.55159 -8.56490 -3.60730 0.02 -0.01 -0.02
```
Positions in Å, forces in eV/Å.

Calculated values
calculated total energy: -4470.8428 a.u.
max |F|: 0.698 eV/Å
HOMO-LUMO gap: 5.6974 eV
LUMO energy: 1.59 eV
charge: -1
highest occupied orbital energy: -0.151 Eh